Molecular formula: C32H96O32
Method: DFT, ωB97M-V/def2-TZVPD

Computed properties:
ΔE to the lowest compared entry with this formula, charge and spin ... 79.56 kcal/mol
Lowest unoccupied orbital energy ... 0.27 eV
Orbital gap ... 9.595 eV
E_HOMO ... -0.34260 hartree

The geometry in XYZ format:
```
160
Properties=species:S:1:pos:R:3:forces:R:3:lowdin_charge:R:1
C 1.55905 -3.25585 -28.00129 0.679 -1.656 2.013 -0.248
C 0.48569 -3.82010 -27.00141 -0.664 1.188 -2.882 -0.213
O -0.28049 -2.68339 -26.61311 -0.066 -0.636 1.718 -0.075
O 1.04005 -2.41162 -28.99375 -0.423 -0.629 0.287 -0.053
H 2.16153 -4.08026 -28.38271 -0.185 -0.302 -0.596 0.093
H 2.27936 -2.78377 -27.33317 0.050 0.821 -0.146 0.112
H 0.84615 -4.47092 -26.20479 0.474 0.978 0.506 0.111
H -0.16363 -4.51498 -27.53399 -0.303 -0.069 -0.426 0.098
H -0.48218 -2.12538 -27.36779 0.329 -0.303 -0.426 0.074
H 1.67426 -1.69248 -29.04079 0.205 0.497 0.059 0.030
C 3.06683 0.38862 -29.91707 0.556 0.005 0.317 -0.209
C 3.18544 1.91131 -29.61986 -0.347 -1.326 0.040 -0.203
O 4.21543 2.22194 -28.70524 0.545 -0.029 -0.493 -0.069
O 2.89295 -0.37754 -28.74733 -0.447 0.107 0.426 -0.085
H 3.98004 -0.02059 -30.34914 0.223 0.464 -0.710 0.093
H 2.21153 0.11334 -30.53414 0.006 0.540 -0.343 0.129
H 2.22764 2.19762 -29.18543 -0.154 0.394 -0.365 0.124
H 3.42761 2.40258 -30.56226 -0.291 0.291 0.088 0.120
H 3.93254 2.07422 -27.79985 -0.213 -0.253 0.199 0.064
H 3.69094 -0.26036 -28.22668 0.010 -0.047 0.598 0.048
C 7.95825 -4.07868 -24.17361 1.030 1.217 -1.386 -0.211
C 8.39669 -2.64045 -24.34339 -0.791 1.033 1.816 -0.252
O 9.59550 -2.35444 -23.63809 0.415 0.138 -0.254 -0.058
O 8.76526 -4.76907 -25.13745 -0.131 -1.735 0.630 -0.095
H 6.87932 -4.13938 -24.31613 0.047 -0.449 -0.288 0.088
H 8.21803 -4.45893 -23.18568 -0.113 0.045 -0.054 0.120
H 7.69737 -1.94969 -23.87231 -0.356 -0.098 0.114 0.114
H 8.40532 -2.30924 -25.38181 0.320 -0.364 -0.310 0.104
H 10.28508 -2.96760 -23.90289 0.008 -0.185 -0.162 0.079
H 8.96896 -4.23893 -25.91144 -0.372 0.383 -0.234 0.027
C 6.25558 -3.61695 -31.25059 -0.448 0.049 0.747 -0.173
C 5.22375 -2.54713 -30.91002 0.149 0.643 -1.279 -0.213
O 3.88584 -3.01905 -31.01853 0.127 -0.567 0.240 -0.048
O 6.48070 -4.40887 -30.08329 0.152 0.079 -0.517 -0.084
H 7.20205 -3.18073 -31.56997 -0.079 0.416 0.095 0.118
H 5.91411 -4.27136 -32.05263 -0.370 0.166 -0.123 0.113
H 5.37627 -1.77311 -31.66218 -0.004 0.201 -0.325 0.118
H 5.38480 -2.00996 -29.97535 0.287 -0.547 0.454 0.102
H 3.29236 -2.27845 -31.16297 0.013 0.061 0.061 0.078
H 7.19812 -5.00838 -30.30120 0.367 -0.542 0.334 0.054
C 5.73409 -1.23023 -26.76919 0.238 1.225 -3.138 -0.274
C 5.60721 0.26971 -26.35467 2.772 -1.290 -0.038 -0.230
O 4.30824 0.66509 -26.35500 -2.398 -0.086 0.853 -0.061
O 5.30729 -2.09782 -25.83006 -0.673 -0.221 2.988 -0.040
H 6.66097 -1.55914 -27.23908 0.893 0.601 0.492 0.103
H 5.08481 -1.37319 -27.63296 -0.478 0.370 -0.586 0.093
H 6.07604 1.04541 -26.96014 0.883 -0.751 -0.344 0.121
H 6.00847 0.30677 -25.34190 0.330 0.316 0.193 0.125
H 4.00422 0.13352 -25.61567 -1.408 0.164 0.100 0.113
H 5.29247 -2.98751 -26.19040 0.064 -0.331 -0.577 0.058
C 2.18139 -9.32134 -26.82997 0.412 -0.292 1.954 -0.199
C 2.99982 -9.18566 -25.49771 -1.861 0.871 -0.651 -0.165
O 3.08549 -7.76416 -25.14334 1.220 -0.987 -0.413 -0.088
O 2.89680 -8.78203 -27.92004 -0.387 -0.407 0.155 -0.072
H 1.22453 -8.81719 -26.69452 -0.122 0.275 -0.133 0.117
H 1.95067 -10.38288 -26.91952 0.230 -0.090 -0.585 0.110
H 3.95053 -9.69970 -25.63919 0.378 0.743 0.178 0.122
H 2.47996 -9.63873 -24.65358 -0.115 -0.530 -0.243 0.120
H 2.18468 -7.44552 -25.05053 -0.118 -0.027 0.056 0.089
H 3.63544 -8.30692 -27.53239 0.678 0.270 0.001 0.045
C 4.29790 -4.76709 -22.60645 -0.021 -0.369 -1.133 -0.246
C 4.27068 -3.30324 -22.25743 0.572 -0.177 0.426 -0.243
O 4.81455 -3.10673 -20.95392 -0.349 0.088 -0.228 -0.061
O 5.61249 -5.32265 -22.63307 -0.446 1.872 0.951 -0.088
H 3.88519 -4.81498 -23.61416 -0.254 -0.182 -0.382 0.107
H 3.61418 -5.32662 -21.96805 0.098 -0.071 0.361 0.122
H 3.23886 -2.95691 -22.31669 0.014 0.083 0.287 0.122
H 4.86962 -2.71626 -22.95373 -0.033 -0.037 -0.406 0.105
H 5.64269 -3.58361 -21.04541 0.402 -0.072 0.520 0.069
H 5.56271 -6.25485 -22.85693 -0.003 -0.638 -0.230 0.011
C 5.90697 -5.45988 -27.06012 -0.419 2.292 0.186 -0.186
C 5.26261 -6.48717 -27.84386 -0.819 -2.126 -0.861 -0.247
O 5.59496 -7.70106 -27.23038 -0.764 -1.543 0.563 -0.084
O 5.58393 -4.19191 -27.67172 0.000 0.508 1.953 -0.077
H 6.96492 -5.66062 -26.89113 0.229 0.250 -0.335 0.120
H 5.44289 -5.45456 -26.07386 0.059 0.121 0.178 0.132
H 5.53382 -6.50238 -28.89947 0.150 0.263 -0.138 0.120
H 4.17413 -6.52132 -27.79768 -0.149 1.094 -0.080 0.111
H 6.44835 -8.00335 -27.54967 0.627 -0.077 -0.232 0.024
H 6.07488 -4.01464 -28.47741 0.177 -0.574 -0.686 0.028
C 9.16323 -7.75055 -28.18548 0.972 -0.714 0.936 -0.179
C 9.30828 -7.39756 -29.65839 0.602 -0.122 1.083 -0.227
O 8.20233 -6.66784 -30.01506 -1.111 1.264 -0.725 -0.082
O 7.99116 -8.50259 -27.92956 -0.662 -0.515 -0.904 -0.080
H 9.10787 -6.90564 -27.49906 0.287 0.640 -0.507 0.122
H 10.00259 -8.35626 -27.84387 0.382 0.008 -0.149 0.126
H 9.38369 -8.26025 -30.32035 0.244 -0.403 0.246 0.129
H 10.18865 -6.77013 -29.79765 0.135 -0.059 0.079 0.124
H 7.48245 -7.30270 -29.99637 -0.848 -0.259 -0.297 0.043
H 8.11118 -9.11164 -27.19726 0.268 -0.064 0.364 0.056
C 8.29402 -11.57161 -26.98395 0.178 -2.029 -1.691 -0.249
C 8.79399 -12.98776 -26.58976 -0.071 -0.212 -0.907 -0.230
O 7.87958 -13.60130 -25.73737 -1.258 0.001 1.582 -0.065
O 8.20614 -10.71312 -25.91947 0.381 1.179 1.072 -0.050
H 7.33795 -11.58840 -27.50716 -0.445 -0.634 0.216 0.099
H 8.91726 -11.16528 -27.78055 0.694 0.149 0.294 0.119
H 9.77620 -12.96995 -26.11747 0.235 0.478 0.027 0.120
H 8.83506 -13.74505 -27.37266 0.601 0.997 -1.174 0.121
H 7.93358 -14.55178 -25.86090 -0.079 0.095 0.205 0.091
H 8.12736 -11.21108 -25.10250 -0.181 -0.007 0.200 0.105
C 1.73950 -6.39894 -30.19050 1.261 -0.661 0.376 -0.213
C 1.62588 -7.88655 -30.64961 0.281 0.652 -0.494 -0.211
O 0.99248 -8.03611 -31.92892 -0.201 0.274 0.777 -0.063
O 2.36287 -5.60908 -31.19510 -0.595 -0.287 -0.925 -0.071
H 2.50467 -6.30943 -29.41940 -0.421 -0.840 0.929 0.089
H 0.83045 -5.94225 -29.79915 -0.389 -0.182 -0.353 0.114
H 1.12835 -8.51993 -29.91517 -0.345 0.312 -0.066 0.111
H 2.61373 -8.33222 -30.76636 0.344 0.328 0.274 0.092
H 1.47319 -7.42026 -32.48680 -0.014 0.144 -0.352 0.071
H 2.61820 -4.78799 -30.76824 0.241 0.379 -0.235 0.044
C 6.35653 -7.25738 -32.78751 -1.292 0.354 -0.329 -0.177
C 6.25706 -8.70516 -32.17362 0.155 1.416 -0.155 -0.175
O 6.27858 -8.65018 -30.74255 0.151 0.508 -0.376 -0.095
O 5.10612 -6.48755 -32.67902 0.953 -1.018 -0.445 -0.089
H 6.48711 -7.30387 -33.86866 -0.162 -0.584 -0.113 0.112
H 7.16397 -6.57246 -32.52863 0.349 -0.570 0.947 0.097
H 7.03998 -9.40523 -32.46522 0.408 0.418 -0.398 0.112
H 5.34113 -9.11152 -32.60264 -0.336 -0.007 0.458 0.123
H 5.55649 -9.16264 -30.37165 -0.529 0.074 -0.099 0.031
H 4.82586 -6.33477 -31.77364 0.086 -0.159 0.363 0.053
C 9.66277 -3.37282 -28.85996 -1.737 -0.126 -1.398 -0.174
C 9.43025 -2.07579 -29.68595 1.775 -0.270 2.117 -0.251
O 8.13688 -1.62752 -29.61888 -1.567 -0.434 0.073 -0.070
O 8.84359 -3.46455 -27.67919 1.461 0.306 -0.086 -0.072
H 10.73432 -3.44451 -28.67361 -0.237 -0.080 0.610 0.125
H 9.36732 -4.20076 -29.50443 0.170 -0.398 -0.029 0.092
H 9.81226 -2.17807 -30.70168 0.087 -0.154 -0.109 0.127
H 10.02266 -1.36086 -29.11496 0.582 0.475 -0.425 0.119
H 8.16362 -0.76152 -30.03231 -0.147 0.159 -0.361 0.030
H 7.93263 -3.25632 -27.89917 -0.157 0.127 -0.335 0.053
C 8.04227 -8.33276 -23.35119 -2.447 0.753 0.629 -0.193
C 6.61656 -8.52383 -24.00757 0.744 -0.301 -0.097 -0.186
O 5.56112 -7.78190 -23.41024 0.539 0.195 0.956 -0.079
O 8.10759 -9.04729 -22.12842 0.569 -1.024 -0.045 -0.071
H 8.18857 -7.28758 -23.07865 0.177 0.293 -0.699 0.114
H 8.80663 -8.68775 -24.04244 -0.055 -0.060 0.199 0.112
H 6.35771 -9.56958 -23.84180 0.257 -0.320 -0.385 0.114
H 6.62128 -8.26804 -25.06712 0.298 -0.178 -0.111 0.098
H 4.71746 -7.96851 -23.82856 -0.163 -0.033 -0.426 0.062
H 7.65584 -8.60115 -21.40837 -0.114 0.301 -0.298 0.088
C 5.02148 -11.04005 -29.43208 -0.469 1.403 1.396 -0.204
C 4.68926 -12.33735 -28.69358 -1.092 -1.369 -1.448 -0.225
O 3.62915 -12.37629 -27.74837 -0.036 1.030 0.351 -0.060
O 3.91216 -10.23882 -29.94449 1.311 -1.774 -0.318 -0.084
H 5.74353 -11.16541 -30.23894 -0.118 -0.534 0.044 0.124
H 5.48522 -10.39004 -28.69008 0.510 0.160 0.134 0.104
H 5.52763 -12.80549 -28.17776 0.375 0.420 -0.285 0.108
H 4.34224 -13.01780 -29.47118 0.495 -0.426 -0.293 0.117
H 2.82323 -12.55683 -28.23776 -0.080 0.143 0.056 0.087
H 3.60378 -9.77595 -29.16202 -0.751 0.520 0.446 0.020
C 7.31831 2.57172 -30.25487 0.545 -0.582 0.090 -0.236
C 6.99891 1.15555 -30.63286 -0.737 -0.749 -0.134 -0.227
O 8.04148 0.44615 -31.32453 -0.312 1.021 0.308 -0.064
O 7.79929 3.24217 -31.40613 0.018 0.137 -0.083 -0.052
H 8.11602 2.49730 -29.51581 0.032 0.403 0.347 0.129
H 6.42324 3.05082 -29.85811 0.020 -0.079 0.223 0.115
H 6.09678 1.14550 -31.24455 -0.139 -0.111 -0.121 0.119
H 6.81618 0.57610 -29.72790 -0.349 0.161 0.111 0.111
H 8.42849 1.13548 -31.86920 0.499 -0.014 -0.414 0.091
H 8.14796 4.07660 -31.08402 0.123 0.161 -0.323 0.093
```
Positions in Å, forces in eV/Å.